The following is a DFT calculation (wB97M-V/def2-TZVPD) of a molecular structure, C54H49KN3O4P3S at a distorted geometry.

Last column: Löwdin charge in e.
Positions of all 115 atoms, in Å:
C 0.326 2.683 2.778  -0.10
H -0.203 6.431 -3.689  0.10
C 0.916 1.654 -3.466  -0.09
H -3.729 -2.532 -4.620  0.09
C -3.084 -1.944 -3.977  -0.12
H -3.943 5.180 2.237  0.10
C 4.792 -3.067 2.409  -0.08
H 2.651 1.722 1.665  0.00
C -0.410 1.327 5.092  -0.15
H 0.151 -6.199 -2.316  0.09
O -0.286 -3.337 2.646  -0.45
H 2.350 -7.886 4.794  0.09
H 1.003 -5.820 5.242  0.11
C -5.525 0.090 2.168  -0.06
K 0.378 -1.167 1.596  0.59
H 2.027 2.433 -5.121  0.09
C 3.129 -6.091 2.023  -0.08
C -1.735 -1.807 -4.269  -0.10
H 3.734 -6.162 1.128  0.10
C -4.400 5.108 -1.582  -0.12
H 6.628 -2.626 3.422  0.09
C 0.795 1.573 -2.083  -0.36
C 1.699 2.290 -1.296  -0.10
H -0.628 5.904 -6.067  0.09
H -6.355 0.767 1.957  0.08
C -2.435 3.435 -4.618  -0.12
C -0.905 -1.066 -3.439  -0.10
H -4.637 -1.472 -2.575  0.09
C 2.276 1.171 2.520  -0.10
C 3.114 -7.137 2.933  -0.10
H -5.393 -0.582 1.322  0.09
H 0.318 -4.786 -0.284  0.11
O 1.821 -2.363 3.336  -0.47
H -4.654 1.492 4.367  0.09
H 0.153 -1.031 -3.650  0.09
H -1.319 -2.289 -5.147  0.09
O 3.051 -1.203 -2.707  0.00
C 3.466 -5.529 -2.370  -0.10
H -2.271 1.672 -0.035  -0.03
C 6.040 -2.471 2.524  -0.10
C 4.506 -2.031 0.264  -0.09
H -3.068 2.591 -4.871  0.09
P -3.035 2.688 -1.999  1.02
C -1.140 2.459 4.696  -0.21
C -2.193 3.714 -3.275  -0.39
H 1.624 2.205 -0.216  0.08
H 3.602 3.714 -3.708  0.09
N 1.164 -0.992 -1.250  -0.04
C -3.669 4.084 -0.968  -0.38
C 2.377 -4.941 2.258  -0.31
C 1.932 2.405 -4.042  -0.10
H 3.706 -8.025 2.736  0.09
H 2.872 0.334 2.869  0.02
C 0.667 0.874 4.369  -0.10
C -0.752 3.110 3.517  -0.18
H 2.178 -6.663 -3.660  0.09
C 3.557 -4.751 -1.223  -0.09
H -4.525 5.091 -2.660  0.10
C -4.079 5.163 1.162  -0.10
H 3.378 3.619 -1.238  0.10
H -3.398 2.371 3.483  0.06
C -3.591 -1.345 -2.833  -0.11
C -4.378 1.907 3.392  -0.05
H 7.501 -1.196 1.601  0.09
N -2.130 -0.082 1.711  0.17
H -1.315 3.981 3.183  0.08
C -1.881 4.219 -5.619  -0.11
C 1.110 -5.801 -2.006  -0.10
H -2.070 3.985 -6.661  0.09
H -2.977 3.348 0.930  0.08
H -5.494 6.934 -1.344  0.09
H 0.226 1.124 -4.105  0.09
C 1.621 -4.883 3.432  -0.25
C 1.127 1.554 3.183  -0.41
H -3.167 -0.137 -1.120  0.07
C 6.530 -1.667 1.505  -0.11
C 2.247 -6.062 -2.761  -0.11
C 2.691 3.068 -1.870  -0.09
H -5.779 -0.505 3.054  0.09
H -1.958 2.835 5.303  0.06
N -4.324 0.875 2.368  -0.20
H 0.600 3.206 1.866  0.08
S 0.763 -3.328 3.659  0.38
P -0.400 0.556 -1.111  0.99
H 4.516 -4.339 -0.932  0.10
C -1.395 4.812 -2.955  -0.09
C -0.836 5.592 -3.951  -0.09
C -4.943 6.145 -0.844  -0.11
C 1.203 -5.015 -0.870  -0.09
C 1.600 -5.920 4.344  -0.06
H -5.194 7.000 1.115  0.09
C -3.147 0.339 2.058  -0.27
C 2.105 -1.101 -1.974  -0.57
C -3.534 4.125 0.420  -0.09
H 3.896 -1.832 -0.609  0.07
H 4.404 -3.673 3.217  0.10
C -1.078 5.300 -5.288  -0.11
P 2.299 -3.487 1.110  1.09
H 6.122 -0.807 -0.421  0.10
C 4.015 -2.864 1.271  -0.34
C 5.757 -1.447 0.373  -0.08
O 0.293 -3.269 5.025  -0.32
H -5.120 2.658 3.106  0.08
H -1.105 2.880 -0.534  0.03
C 2.350 -7.061 4.092  -0.10
C 2.429 -4.490 -0.452  -0.35
C -1.704 2.037 -0.897  -0.51
H -1.215 5.056 -1.914  0.11
H 1.207 -0.012 4.685  0.09
C -1.411 -0.405 -2.318  -0.34
C -4.782 6.182 0.536  -0.12
C -2.766 -0.582 -2.023  -0.14
H -0.698 0.802 5.999  0.09
C 2.817 3.120 -3.251  -0.11
H 4.352 -5.716 -2.967  0.09

For the energy above the lowest of the compared OMol25 structures with the same formula, charge and spin, the calculation gives 0.0 kcal per mole. The value obtained for the HOMO energy is 0.00 eV. As for the charge: -2. For the orbital gap, the calculation gives 0.142 Ha.